Record 1
{
  "formula": "C4H8O2",
  "method": "ωB97M-V/def2-TZVPD",
  "homo_lumo_gap_ev": 7.9,
  "total_charge": 0,
  "e_above_lowest_kj_mol": 705.6,
  "mol_weight_da": 88.11,
  "e_lumo_ev": 0.5,
  "elements": ["O", "O", "C", "C", "C", "C", "H", "H", "H", "H", "H", "H", "H", "H"],
  "coordinates": [[2.075, 1.069, 0.431], [-1.947, -0.449, -0.620], [1.438, -0.110, -0.039], [-0.034, 0.048, 0.072], [-1.067, -0.943, 0.241], [-1.026, 0.682, -0.888], [3.012, 1.001, 0.212], [-1.522, 1.608, -0.573], [1.741, -0.990, 0.553], [-0.805, 0.052, 1.288], [1.746, -0.305, -1.084], [-1.123, -1.974, 0.582], [-0.773, 0.719, -1.954], [-1.714, -0.409, 1.779]]
}

***

Record 2
{
  "formula": "C39H97ClN7O12",
  "method": "ωB97M-V/def2-TZVPD",
  "homo_lumo_gap_ev": 8.4,
  "total_charge": -1,
  "e_above_lowest_kj_mol": 0.0,
  "mol_weight_da": 891.69,
  "e_lumo_ev": 2.2,
  "elements": ["Cl", "O", "O", "O", "O", "O", "O", "O", "O", "O", "O", "O", "O", "N", "N", "N", "N", "N", "N", "N", "C", "C", "C", "C", "C", "C", "C", "C", "C", "C", "C", "C", "C", "C", "C", "C", "C", "C", "C", "C", "C", "C", "C", "C", "C", "C", "C", "C", "C", "C", "C", "C", "C", "C", "C", "C", "C", "C", "C", "H", "H", "H", "H", "H", "H", "H", "H", "H", "H", "H", "H", "H", "H", "H", "H", "H", "H", "H", "H", "H", "H", "H", "H", "H", "H", "H", "H", "H", "H", "H", "H", "H", "H", "H", "H", "H", "H", "H", "H", "H", "H", "H", "H", "H", "H", "H", "H", "H", "H", "H", "H", "H", "H", "H", "H", "H", "H", "H", "H", "H", "H", "H", "H", "H", "H", "H", "H", "H", "H", "H", "H", "H", "H", "H", "H", "H", "H", "H", "H", "H", "H", "H", "H", "H", "H", "H", "H", "H", "H", "H", "H", "H", "H", "H", "H", "H"],
  "coordinates": [[18.793, 8.650, 8.326], [21.793, 12.457, 8.975], [18.634, 4.312, 12.508], [18.924, 7.488, 7.479], [17.115, 9.451, 11.842], [20.055, 9.326, 8.525], [13.737, 10.925, 6.684], [19.434, 6.015, 0.692], [17.810, 9.583, 7.849], [21.603, 11.807, 13.601], [15.437, 3.732, 8.664], [18.415, 8.110, 9.629], [22.809, 7.939, 9.109], [16.349, 12.285, 6.714], [20.392, 13.350, 11.226], [13.833, 6.257, 8.252], [19.205, 5.506, 2.007], [23.417, 6.901, 8.361], [22.232, 10.369, 11.324], [22.042, 3.030, 12.936], [20.310, 3.386, 14.581], [23.586, 4.503, 8.109], [18.238, 12.866, 9.994], [24.123, 6.001, 6.189], [18.774, 6.604, 2.882], [21.089, 8.388, 12.216], [20.452, 12.827, 8.827], [23.238, 5.498, 10.335], [20.005, 4.191, 12.238], [20.208, 3.359, 1.456], [17.430, 7.085, 2.355], [19.937, 4.074, 3.777], [18.566, 6.104, 4.306], [15.976, 4.961, 8.241], [14.842, 10.455, 5.954], [21.538, 10.385, 13.655], [22.338, 12.023, 7.759], [19.732, 5.229, 4.730], [18.013, 5.360, 11.801], [24.619, 8.351, 6.860], [22.288, 7.708, 6.256], [20.258, 4.576, 2.374], [19.741, 7.803, 2.919], [21.184, 9.910, 12.259], [21.376, 12.459, 14.816], [15.608, 6.834, 6.661], [20.568, 3.090, 13.119], [19.730, 12.569, 10.159], [21.667, 5.172, 2.314], [23.488, 4.683, 6.593], [14.935, 5.725, 7.457], [16.428, 2.868, 9.174], [12.869, 9.879, 7.034], [15.741, 11.604, 5.557], [23.580, 7.221, 6.954], [22.899, 5.627, 8.877], [21.372, 5.474, 8.686], [16.808, 11.127, 4.576], [15.920, 9.686, 11.124], [16.332, 11.088, 3.585], [20.529, 5.134, 12.457], [23.851, 6.208, 5.149], [20.211, 10.338, 12.020], [24.906, 8.484, 5.812], [17.103, 2.513, 8.389], [15.102, 7.377, 5.866], [21.836, 11.133, 7.369], [18.168, 5.250, 10.718], [22.265, 12.465, 15.463], [19.266, 3.609, 14.790], [19.836, 13.220, 12.075], [20.108, 2.135, 12.839], [20.559, 11.973, 15.371], [14.246, 6.931, 8.897], [23.183, 3.522, 8.374], [21.056, 5.745, 7.683], [21.991, 5.269, 1.276], [20.191, 3.954, 11.178], [21.962, 7.905, 12.677], [17.441, 7.468, 1.337], [23.392, 11.799, 7.948], [21.570, 6.893, 6.271], [20.985, 2.659, 1.772], [15.152, 12.396, 5.084], [16.952, 11.657, 7.243], [11.963, 10.315, 7.453], [15.434, 9.776, 6.594], [22.534, 10.049, 13.979], [18.749, 5.575, 0.182], [20.903, 4.250, 14.891], [22.482, 7.973, 5.217], [24.643, 4.498, 8.403], [19.189, 8.698, 3.210], [19.833, 11.505, 10.374], [25.507, 8.015, 7.395], [21.878, 10.108, 10.399], [19.552, 4.822, 5.734], [15.946, 7.623, 7.354], [20.301, 13.886, 8.553], [13.458, 5.538, 8.864], [18.181, 13.842, 9.491], [21.769, 6.138, 2.804], [17.633, 5.541, 4.378], [17.168, 10.119, 4.782], [17.002, 7.853, 3.008], [22.844, 4.567, 10.743], [20.227, 7.983, 1.959], [24.294, 5.629, 10.586], [20.355, 3.584, 0.398], [22.287, 3.049, 11.949], [14.560, 5.036, 6.687], [17.008, 3.369, 9.960], [16.964, 5.387, 12.072], [14.571, 9.847, 5.075], [19.016, 3.482, 3.777], [22.395, 4.507, 2.794], [20.795, 6.119, 9.354], [22.793, 6.259, 10.986], [24.195, 9.281, 7.231], [15.916, 2.036, 9.656], [18.556, 6.942, 5.004], [17.694, 13.023, 10.931], [19.245, 2.847, 1.524], [20.100, 14.319, 11.035], [20.655, 2.573, 15.227], [16.691, 6.276, 2.415], [20.645, 5.816, 4.849], [20.783, 10.053, 14.381], [19.895, 12.254, 8.073], [23.998, 3.830, 6.140], [12.569, 9.278, 6.167], [16.295, 5.564, 9.108], [13.351, 9.223, 7.768], [21.078, 13.485, 14.603], [16.565, 6.464, 6.289], [15.247, 10.302, 11.718], [22.435, 4.638, 6.303], [20.184, 8.018, 12.705], [25.214, 5.971, 6.229], [21.152, 8.037, 11.184], [17.712, 9.014, 11.220], [16.874, 4.848, 7.617], [22.368, 12.804, 6.985], [17.599, 11.864, 4.463], [15.410, 8.750, 10.856], [20.746, 3.410, 4.089], [22.985, 9.678, 11.380], [21.074, 4.436, 8.851], [21.868, 7.932, 8.859], [16.102, 10.208, 10.176], [18.490, 6.328, 12.014], [20.530, 7.684, 3.665], [21.904, 8.567, 6.807], [22.331, 2.093, 13.208], [15.594, 12.445, 7.381], [17.689, 12.105, 9.441]]
}

***

Record 3
{
  "formula": "C4H13N3",
  "method": "ωB97M-V/def2-TZVPD",
  "homo_lumo_gap_ev": 9.7,
  "smiles": "NCCCNCN",
  "total_charge": 0,
  "e_above_lowest_kj_mol": 74.3,
  "mol_weight_da": 103.17,
  "e_lumo_ev": 1.1,
  "elements": ["N", "N", "N", "C", "C", "C", "C", "H", "H", "H", "H", "H", "H", "H", "H", "H", "H", "H", "H", "H"],
  "coordinates": [[0.819, -0.141, -0.867], [0.756, -2.497, -1.487], [-2.519, 1.757, 1.264], [1.551, -1.262, -1.384], [-0.087, 1.172, 0.970], [-1.524, 1.100, 0.428], [0.840, 0.045, 0.576], [2.382, -1.480, -0.722], [0.550, -0.855, 1.132], [-2.550, 1.356, 2.186], [-1.797, 0.053, 0.299], [0.705, -2.928, -2.394], [1.946, -1.016, -2.367], [-2.427, 2.760, 1.269], [-0.126, -0.147, -1.232], [0.342, 2.149, 0.756], [-0.138, 1.197, 2.069], [1.878, 0.305, 0.801], [-1.560, 1.584, -0.542], [0.962, -3.152, -0.754]]
}

***

What did the first record say?
{
  "formula": "C4H8O2",
  "method": "ωB97M-V/def2-TZVPD",
  "homo_lumo_gap_ev": 7.9,
  "total_charge": 0,
  "e_above_lowest_kj_mol": 705.6,
  "mol_weight_da": 88.11,
  "e_lumo_ev": 0.5,
  "elements": ["O", "O", "C", "C", "C", "C", "H", "H", "H", "H", "H", "H", "H", "H"],
  "coordinates": [[2.075, 1.069, 0.431], [-1.947, -0.449, -0.620], [1.438, -0.110, -0.039], [-0.034, 0.048, 0.072], [-1.067, -0.943, 0.241], [-1.026, 0.682, -0.888], [3.012, 1.001, 0.212], [-1.522, 1.608, -0.573], [1.741, -0.990, 0.553], [-0.805, 0.052, 1.288], [1.746, -0.305, -1.084], [-1.123, -1.974, 0.582], [-0.773, 0.719, -1.954], [-1.714, -0.409, 1.779]]
}